Version w
The following is a DFT calculation (ωB97M-V/def2-TZVPD) of the ion H4N2O2P with charge -1.

The value obtained for the HOMO-LUMO gap is 9.2 eV. Its HOMO energy is -4.44 eV. As for the SMILES: NN[P@H](=O)[O-].

```
! RIJCOSX wB97M-V def2-TZVPD def2/J DEFGRID3
* xyz -1 1
H 0.913 1.815 -0.411
P 1.036 0.464 -0.158
O 0.747 -0.312 -1.607
O 2.235 0.180 0.696
N -0.294 0.017 0.788
H -1.171 -1.162 -0.799
N -1.447 -0.570 0.134
H -2.127 0.125 -0.213
H 0.110 -0.559 1.570
*
```

Version x
The following is a DFT calculation (ωB97M-V/def2-TZVPD) of a cluster of 2 separate species, H4N2O2P in total.

The value obtained for the HOMO-LUMO gap is 7.9 eV. Its HOMO energy is -3.55 eV.

```
! RIJCOSX wB97M-V def2-TZVPD def2/J DEFGRID3
* xyz -1 1
O -1.779 1.163 0.184
O 2.481 0.669 0.038
H -0.295 -1.264 -0.969
N 0.721 -1.052 0.733
H -1.639 1.211 -0.769
H -0.297 -1.025 0.999
P 1.026 0.531 0.037
H -0.957 0.851 0.446
N 0.738 -1.085 -0.699
*
```

Computed stability ranking, most favorable first: version w, version x

Version w
The following is a DFT calculation (ωB97M-V/def2-TZVPD) of a cluster of 2 separate species, C5H8N4O2 in total.

The value obtained for the HOMO-LUMO gap (alpha / beta) is 7.9 / 7.7 eV. Its HOMO energy (alpha / beta) is -8.54 / -8.09 eV.

```
! RIJCOSX wB97M-V def2-TZVPD def2/J DEFGRID3
* xyz 0 1
N -2.085 -1.446 1.444
H -1.134 -0.155 -1.245
H 2.526 -2.313 -0.435
O 1.554 -0.436 -0.576
C 1.626 -1.869 -1.006
H -1.247 1.948 -1.106
N -1.915 -1.593 0.103
C 1.745 -0.153 0.630
C -0.385 2.287 -0.473
H 0.771 -2.346 -0.683
H -0.276 3.303 -0.226
N -1.255 0.375 0.815
N -1.716 -0.295 1.820
O 2.127 -0.715 1.578
H 1.681 -1.811 -2.020
H -0.549 2.239 1.667
C -1.316 -0.440 -0.288
C -0.728 1.616 0.840
H 0.578 1.802 -0.841
*
```

Version x
The following is a DFT calculation (ωB97M-V/def2-TZVPD) of an isolated molecule of C5H8N4O2.

The value obtained for the HOMO-LUMO gap is 9.6 eV. Its HOMO energy is -9.28 eV. As for the SMILES: NNC(=O)Cc1cc(=O)[nH][nH]1.

```
! RIJCOSX wB97M-V def2-TZVPD def2/J DEFGRID3
* xyz 0 1
H 3.077 -0.175 -1.447
H 1.030 1.556 -0.875
N 2.025 1.437 -0.755
O 1.872 -2.081 -0.384
C 1.704 -0.915 -0.066
O -3.702 -0.831 -0.922
H -1.001 1.497 1.218
C -1.489 -1.205 -0.017
C -0.614 -0.338 0.506
N 2.398 0.079 -0.753
H 1.082 0.352 1.499
H -1.414 -2.280 -0.171
H -2.636 1.562 -0.764
N -2.410 0.882 -0.013
H 0.753 -1.406 1.740
C -2.679 -0.501 -0.340
N -1.040 0.951 0.376
H 2.287 1.961 0.133
C 0.755 -0.546 1.034
*
```

Computed stability ranking, most favorable first: version x, version w